Model A:
# C19H30N2O3

An isolated molecule of C19H30N2O3 (ωB97M-V/def2-TZVPD, the OMol25 dataset).

Calculated values
Structure (SMILES): CC(C)C[C@@H](NC(=O)[C@H]1CC[C@H](C)CC1)C(=O)NCc1ccco1
2S+1: 1
Highest occupied orbital energy (eV): -8.559
HOMO-LUMO gap (eV): 9.31

Each atom is followed by the atoms it is bonded to, with distances in Å.
Element x y z (Å)
1 C -1.0725 3.8257 -0.3343  H2 1.087, H3 1.088, H4 1.088, C5 1.527
2 H -0.2859 3.2492 0.1460  C1 1.087
3 H -2.0280 3.3390 -0.1488  C1 1.088
4 H -1.0996 4.8106 0.1269  C1 1.088
5 C -0.8109 3.9559 -1.8332  C1 1.527, C6 1.527, C10 1.535, H54 1.097
6 C 0.5281 4.6482 -2.0797  C5 1.527, H7 1.088, H8 1.087, H9 1.087
7 H 0.5063 5.6587 -1.6782  C6 1.088
8 H 1.3416 4.1142 -1.5949  C6 1.087
9 H 0.7391 4.7069 -3.1448  C6 1.087
10 C -0.8963 2.6066 -2.5595  C5 1.535, C11 1.525, H52 1.093, H53 1.092
11 C 0.0648 1.5312 -2.0645  C10 1.525, N12 1.455, H36 1.094, C37 1.544
12 N -0.4498 0.8587 -0.8808  C11 1.455, C13 1.346, H35 1.008
13 C 0.3402 0.2452 0.0199  N12 1.346, O14 1.222, C15 1.518
14 O 1.5574 0.2296 -0.0895  C13 1.222
15 C -0.3908 -0.3745 1.1967  C13 1.518, C16 1.529, C24 1.534, H34 1.095
16 C 0.3178 -1.6545 1.6407  C15 1.529, C17 1.524, H32 1.091, H33 1.093
17 C -0.3528 -2.2453 2.8752  C16 1.524, C18 1.529, H30 1.092, H31 1.093
18 C -0.3673 -1.2419 4.0287  C17 1.529, C19 1.526, C23 1.529, H29 1.096
19 C -1.0405 -1.8369 5.2621  C18 1.526, H20 1.088, H21 1.088, H22 1.088
20 H -0.5214 -2.7367 5.5842  C19 1.088
21 H -1.0343 -1.1241 6.0836  C19 1.088
22 H -2.0740 -2.0979 5.0431  C19 1.088
23 C -1.0786 0.0355 3.5817  C18 1.529, C24 1.525, H27 1.092, H28 1.093
24 C -0.4079 0.6364 2.3506  C15 1.534, C23 1.525, H25 1.092, H26 1.093
25 H 0.6220 0.9099 2.5895  C24 1.092
26 H -0.9356 1.5429 2.0439  C24 1.093
27 H -1.0707 0.7668 4.3927  C23 1.092
28 H -2.1219 -0.1958 3.3516  C23 1.093
29 H 0.6687 -0.9907 4.2818  C18 1.096
30 H 0.1770 -3.1504 3.1786  C17 1.092
31 H -1.3806 -2.5276 2.6320  C17 1.093
32 H 1.3604 -1.4153 1.8570  C16 1.091
33 H 0.3075 -2.3818 0.8254  C16 1.093
34 H -1.4215 -0.6075 0.9080  C15 1.095
35 H -1.4515 0.7717 -0.8145  N12 1.008
36 H 1.0368 1.9573 -1.7968  C11 1.094
37 C 0.2942 0.4500 -3.1430  C11 1.544, O38 1.212, N39 1.347
38 O -0.4109 0.3201 -4.1205  C37 1.212
39 N 1.3549 -0.3288 -2.8571  C37 1.347, H40 1.017, C41 1.451
40 H 1.8189 -0.1951 -1.9622  N39 1.017
41 C 1.5809 -1.5934 -3.5310  N39 1.451, C42 1.493, H50 1.093, H51 1.094
42 C 1.3083 -2.7259 -2.5968  C41 1.493, C43 1.364, O46 1.351
43 C 2.1395 -3.6053 -1.9671  C42 1.364, C44 1.416, H49 1.070
44 C 1.3157 -4.4100 -1.1425  C43 1.416, C45 1.360, H48 1.070
45 C 0.0486 -3.9522 -1.3251  C44 1.360, O46 1.343, H47 1.072
46 O 0.0334 -2.9342 -2.2009  C42 1.351, C45 1.343
47 H -0.8927 -4.2591 -0.9136  C45 1.072
48 H 1.6275 -5.2096 -0.5026  C44 1.070
49 H 3.2016 -3.6752 -2.0796  C43 1.070
50 H 2.6145 -1.6508 -3.8818  C41 1.093
51 H 0.8959 -1.6190 -4.3840  C41 1.094
52 H -1.9156 2.2185 -2.4906  C10 1.093
53 H -0.6925 2.7626 -3.6205  C10 1.092
54 H -1.5978 4.5880 -2.2615  C5 1.097

Mulliken population analysis, charges in e, atoms 1 to 2:
1. C -1.43
2. H 0.19



Model B:
# C19H30N2O3

An isolated molecule of C19H30N2O3 (ωB97M-V/def2-TZVPD, the OMol25 dataset).

Calculated values
Structure (SMILES): COCC(=O)N(C)C[C@H]1CCCN(CCc2ccccc2OC)C1
2S+1: 1
Highest occupied orbital energy (eV): -8.052
HOMO-LUMO gap (eV): 8.91

Each atom is followed by the atoms it is bonded to, with distances in Å.
Element x y z (Å)
1 C 0.1834 1.7775 5.0026  H2 1.096, O3 1.408, H53 1.095, H54 1.088
2 H 0.3603 2.8593 4.9996  C1 1.096
3 O -0.8724 1.4371 4.1355  C1 1.408, C4 1.412
4 C -0.6350 1.8112 2.7948  O3 1.412, H5 1.099, C6 1.532, H52 1.091
5 H -0.3747 2.8775 2.7352  C4 1.099
6 C 0.5105 1.0260 2.1473  C4 1.532, O7 1.221, N8 1.346
7 O 1.5198 1.5951 1.7610  C6 1.221
8 N 0.3588 -0.3092 2.0729  C6 1.346, C9 1.446, C13 1.452
9 C -0.8936 -0.9687 2.3707  N8 1.446, H10 1.090, H11 1.087, H12 1.094
10 H -1.2639 -0.6658 3.3502  C9 1.090
11 H -0.7361 -2.0444 2.3702  C9 1.087
12 H -1.6519 -0.7291 1.6193  C9 1.094
13 C 1.4954 -1.0984 1.6338  N8 1.452, H14 1.095, C15 1.532, H51 1.093
14 H 2.3920 -0.6329 2.0558  C13 1.095
15 C 1.6790 -1.1723 0.1142  C13 1.532, C16 1.529, C20 1.528, H50 1.092
16 C 2.9577 -1.9426 -0.2155  C15 1.529, C17 1.524, H48 1.091, H49 1.094
17 C 3.1221 -2.0359 -1.7278  C16 1.524, C18 1.526, H46 1.092, H47 1.090
18 C 1.8758 -2.6564 -2.3531  C17 1.526, N19 1.445, H44 1.092, H45 1.108
19 N 0.7276 -1.8464 -2.0163  C18 1.445, C20 1.446, C23 1.447
20 C 0.4965 -1.8373 -0.5894  C15 1.528, N19 1.446, H21 1.090, H22 1.110
21 H -0.4159 -1.2732 -0.3956  C20 1.090
22 H 0.3614 -2.8660 -0.1946  C20 1.110
23 C -0.4613 -2.0745 -2.8098  N19 1.447, H24 1.101, C25 1.541, H43 1.093
24 H -1.2234 -2.6386 -2.2507  C23 1.101
25 C -1.0579 -0.7383 -3.2925  C23 1.541, C26 1.501, H41 1.092, H42 1.089
26 C -1.6602 0.0659 -2.1777  C25 1.501, C27 1.385, C31 1.406
27 C -2.9203 -0.2452 -1.6958  C26 1.385, C28 1.386, H40 1.081
28 C -3.5031 0.4799 -0.6690  C27 1.386, C29 1.381, H39 1.080
29 C -2.8138 1.5430 -0.1193  C28 1.381, C30 1.386, H38 1.081
30 C -1.5472 1.8707 -0.5771  C29 1.386, C31 1.390, H37 1.078
31 C -0.9567 1.1385 -1.6010  C26 1.406, C30 1.390, O32 1.358
32 O 0.2758 1.3987 -2.1082  C31 1.358, C33 1.409
33 C 1.0431 2.4352 -1.5396  O32 1.409, H34 1.094, H35 1.095, H36 1.089
34 H 1.2446 2.2636 -0.4776  C33 1.094
35 H 0.5588 3.4092 -1.6665  C33 1.095
36 H 1.9844 2.4318 -2.0874  C33 1.089
37 H -1.0261 2.7022 -0.1300  C30 1.078
38 H -3.2651 2.1338 0.6653  C29 1.081
39 H -4.4889 0.2230 -0.3115  C28 1.080
40 H -3.4588 -1.0698 -2.1414  C27 1.081
41 H -1.8290 -0.9564 -4.0348  C25 1.092
42 H -0.2607 -0.1635 -3.7604  C25 1.089
43 H -0.1967 -2.6627 -3.6927  C23 1.093
44 H 1.9849 -2.6776 -3.4398  C18 1.092
45 H 1.7651 -3.6999 -1.9967  C18 1.108
46 H 4.0002 -2.6332 -1.9802  C17 1.092
47 H 3.2518 -1.0341 -2.1381  C17 1.090
48 H 3.8215 -1.4439 0.2277  C16 1.091
49 H 2.8942 -2.9493 0.2081  C16 1.094
50 H 1.7716 -0.1562 -0.2741  C15 1.092
51 H 1.3944 -2.1048 2.0480  C13 1.093
52 H -1.5693 1.6330 2.2597  C4 1.091
53 H 1.1139 1.2706 4.7255  C1 1.095
54 H -0.1223 1.4608 5.9979  C1 1.088

Mulliken population analysis, charges in e, atoms 1 to 2:
1. C -0.63
2. H 0.31



Energy ordering: model A at the bottom, the next structure 1.796 eV above.



Model A:
# C5H8N3

The ion C5H8N3 with charge +1 (ωB97M-V/def2-TZVPD, the OMol25 dataset).

Calculated values
Charge: +1
2S+1: 1
Highest occupied orbital energy (eV): -12.739
HOMO-LUMO gap (eV): 7.88

Each atom is followed by the atoms it is bonded to, with distances in Å.
Element x y z (Å)
1 C -1.3758 1.1774 0.6131  C4 1.542, N6 1.274, H9 1.071
2 C -1.9257 -0.8714 -0.2935  C4 1.480, N7 1.224
3 C 0.5119 -0.2161 0.7638  N6 1.220, N8 1.223
4 C -2.0855 0.5651 -0.6111  C1 1.542, C2 1.480, H10 1.128, H11 1.155
5 C 2.5278 0.1565 -0.4233  N8 1.490, H12 1.153, H13 1.139, H14 1.071
6 N -0.2350 0.7286 0.9581  C1 1.274, C3 1.220
7 N -1.0189 -1.4536 0.2877  C2 1.224, H15 1.009
8 N 1.6135 -0.6391 0.4432  C3 1.223, C5 1.490, H16 0.979
9 H -1.9967 1.7253 1.2919  C1 1.071
10 H -3.1594 0.9101 -0.5996  C4 1.128
11 H -1.8821 0.8628 -1.7085  C4 1.155
12 H 2.0710 1.0851 -0.9318  C5 1.153
13 H 2.8914 -0.5000 -1.2806  C5 1.139
14 H 3.3841 0.4003 0.1720  C5 1.071
15 H -1.1744 -2.4341 0.4700  N7 1.009
16 H 1.8539 -1.4969 0.8486  N8 0.979

Mulliken population analysis, charges in e, atoms 1 to 2:
1. C -0.15
2. C 0.08



Model B:
# C5H8N3

The ion C5H8N3 with charge +1 (ωB97M-V/def2-TZVPD, the OMol25 dataset).

Calculated values
Charge: +1
Structure (SMILES): C=[N+]=N[C@H]1CC=CN1
2S+1: 1
Highest occupied orbital energy (spin up / spin down) (eV): -13.519 / -13.519
HOMO-LUMO gap (spin up / spin down) (eV): 8.53 / 8.53

Each atom is followed by the atoms it is bonded to, with distances in Å.
Element x y z (Å)
1 C 1.5925 0.2102 0.6145  C2 1.330, C3 1.479, H9 1.119
2 C 0.9935 -0.8545 0.0892  C1 1.330, N8 1.396, H10 1.047
3 C 0.8360 1.4099 0.1947  C1 1.479, C5 1.564, H11 1.203, H12 1.159
4 C -2.0833 -0.9455 0.3014  N6 1.308, H13 1.119, H14 1.056
5 C -0.3994 0.8229 -0.5645  C3 1.564, N7 1.492, N8 1.349, H15 1.120
6 N -2.3216 0.3375 0.3894  C4 1.308, N7 1.204
7 N -1.7035 1.2906 -0.0097  C5 1.492, N6 1.204
8 N -0.1301 -0.4957 -0.6584  C2 1.396, C5 1.349, H16 1.038
9 H 2.4230 0.2960 1.3596  C1 1.119
10 H 1.4347 -1.7996 0.1849  C2 1.047
11 H 0.6735 2.0038 1.2280  C3 1.203
12 H 1.4130 2.2185 -0.4021  C3 1.159
13 H -1.8963 -1.5179 1.2449  C4 1.119
14 H -2.5298 -1.5771 -0.4176  C4 1.056
15 H -0.4916 1.3830 -1.5294  C5 1.120
16 H -0.3588 -0.9482 -1.5635  N8 1.038

Mulliken population analysis, charges in e, atoms 1 to 2:
1. C -0.12
2. C -0.65



Model C:
# C5H8N3

The ion C5H8N3 with charge +1 (ωB97M-V/def2-TZVPD, the OMol25 dataset).

Calculated values
Charge: +1
Structure (SMILES): CC1=[NH+]N=C=CN1C
2S+1: 1
Highest occupied orbital energy (spin up / spin down) (eV): -12.813 / -12.815
HOMO-LUMO gap (spin up / spin down) (eV): 7.25 / 7.26

Each atom is followed by the atoms it is bonded to, with distances in Å.
Element x y z (Å)
1 C -2.7409 -0.6473 -0.0117  C2 1.850, N6 1.247
2 C -1.1278 -1.4486 0.4118  C1 1.850, N7 1.307, H9 1.076
3 C -0.2098 0.6405 0.0551  C4 1.476, N7 1.387, N8 1.312
4 C 0.9989 1.4808 0.1673  C3 1.476, H10 1.090, H11 1.087, H12 1.093
5 C 1.1829 -1.3387 -0.3146  N7 1.455, H13 1.089, H14 1.089, H15 1.093
6 N -2.5416 0.5582 -0.2624  C1 1.247, N8 1.338
7 N -0.1004 -0.7413 0.0212  C2 1.307, C3 1.387, C5 1.455
8 N -1.3932 1.2021 -0.0261  C3 1.312, N6 1.338, H16 1.024
9 H -1.0756 -2.5163 0.5331  C2 1.076
10 H 1.6972 1.0802 0.9021  C4 1.090
11 H 0.7396 2.4991 0.4463  C4 1.087
12 H 1.5275 1.5256 -0.7879  C4 1.093
13 H 1.0183 -2.3661 -0.6366  C5 1.089
14 H 1.6673 -0.7896 -1.1201  C5 1.089
15 H 1.8427 -1.3561 0.5562  C5 1.093
16 H -1.4850 2.2173 0.0663  N8 1.024

Mulliken population analysis, charges in e, atoms 1 to 2:
1. C -0.09
2. C -0.13



Energy ordering: model B at the bottom, the next structure 0.324 eV above.